Record 1
Below is an isolated molecule of C3H5N3, with properties calculated with wB97M-V/def2-TZVPD.

E_HOMO: -9.13 eV
Maximum force: 0.72 eV/Å
Energy above the lowest of the compared OMol25 structures with the same formula, charge and spin: 11.9 kcal per mole

Geometry (Å):
H -2.3025 1.1115 -0.1197
N -1.3820 1.5416 0.0155
C -0.5061 0.6264 0.0361
C -0.6808 -0.8768 0.0124
N 0.6391 -1.4423 -0.2807
C 1.4474 -0.4578 -0.2096
N 0.8861 0.7813 0.0769
H -0.9764 -1.1755 1.0332
H -1.4655 -1.1996 -0.6927
H 2.5161 -0.5074 -0.4066
H 1.4232 1.6021 0.3457

These are the natural (NBO) partial charges, in e, on atoms 1 to 6:
1. H 0.34
2. N -0.68
3. C 0.43
4. C -0.34
5. N -0.44
6. C 0.26



Record 2
Below is a structure of composition C18H34KN6O, with properties calculated with wB97M-V/def2-TZVPD.

Net charge: +1
E_HOMO: -10.02 eV
Maximum force: 0.16 eV/Å
Energy above the lowest of the compared OMol25 structures with the same formula, charge and spin: 0.8 kcal per mole

Geometry (Å):
K 0.6603 1.2541 -0.9946
C -4.1451 2.2268 -0.1530
N -2.8823 2.0668 0.5534
C -1.9212 3.1090 0.2799
C -2.4099 0.8195 0.9006
N -1.1342 0.5856 0.8233
C -0.6018 -0.4513 1.6296
C -0.8572 -0.4730 3.0012
C -0.3718 -1.4843 3.8104
C 0.3840 -2.5026 3.2442
C 0.6758 -2.4724 1.8927
C 0.2263 -1.4354 1.0663
N 0.4450 -1.4254 -0.3240
C 1.5119 -1.9540 -0.8506
N 2.7591 -2.0326 -0.2738
C 3.5993 -3.2108 -0.4128
C 3.1763 -1.1225 0.7722
N 1.4335 -2.4505 -2.1259
C 2.5191 -2.3222 -3.0823
C 0.1318 -2.7312 -2.7012
N -3.3722 -0.0845 1.2717
C -4.4237 0.2705 2.2103
C -3.1800 -1.5079 1.0640
H -3.9612 2.4802 -1.2024
H -4.7356 3.0289 0.2921
H -4.7172 1.3061 -0.1159
H -2.3623 4.0899 0.4539
H -1.5946 3.0778 -0.7709
H -1.0572 2.9725 0.9231
H -1.4608 0.3239 3.4206
H -0.5911 -1.4834 4.8696
H 0.7451 -3.3192 3.8554
H 1.2470 -3.2801 1.4501
H 3.1314 -3.9341 -1.0736
H 3.7388 -3.6796 0.5660
H 4.5842 -2.9511 -0.8083
H 2.5439 -0.2372 0.7844
H 4.2076 -0.8155 0.5840
H 3.1217 -1.5765 1.7651
H 3.3624 -1.8072 -2.6297
H 2.1806 -1.7464 -3.9485
H 2.8572 -3.2974 -3.4392
H -0.5632 -3.0136 -1.9171
H 0.2316 -3.5516 -3.4127
H -0.2787 -1.8639 -3.2301
H -4.4079 1.3394 2.4050
H -4.2714 -0.2607 3.1550
H -5.4068 -0.0028 1.8193
H -2.4662 -1.6710 0.2591
H -4.1387 -1.9424 0.7731
H -2.8210 -2.0199 1.9614
C 1.8667 5.1512 -2.6355
C 2.8002 4.1526 -1.9849
O 2.1916 3.4982 -0.8564
H 2.3499 5.6033 -3.5018
H 1.6076 5.9528 -1.9419
H 0.9452 4.6712 -2.9671
H 3.7300 4.6319 -1.6731
H 3.0625 3.3544 -2.6797
H 2.1058 4.1476 -0.1500

These are the natural (NBO) partial charges, in e, on atoms 1 to 6:
1. K 0.96
2. C -0.41
3. N -0.43
4. C -0.40
5. C 0.65
6. N -0.70



Record 3
Below is a cluster of 5 separate species, H10O4S2 in total at a distorted geometry, with properties calculated with wB97M-V/def2-TZVPD.

E_HOMO: -9.55 eV
Maximum force: 1.38 eV/Å
Energy above the lowest of the compared OMol25 structures with the same formula, charge and spin: 6.8 kcal per mole

Geometry (Å):
S -1.6061 -0.1797 -0.7662
S -1.0004 1.7828 -1.1015
H -0.5334 -0.8592 -1.2068
H -0.4797 2.0079 0.1243
O 1.0430 -2.4587 -1.0808
H 1.1728 -2.9659 -0.2666
H 0.2905 -2.9074 -1.4794
O 2.5048 -0.4630 0.7909
H 2.3488 -0.7010 1.7092
H 1.7466 -0.6260 0.2416
O 1.3486 2.1483 1.4002
H 1.6899 2.8256 1.9704
H 2.0598 1.6332 1.0085
O -0.4752 -1.7717 1.9022
H -1.2106 -1.7810 2.5307
H -0.5869 -1.0484 1.2728

These are the natural (NBO) partial charges, in e, on atoms 1 to 6:
1. S -0.18
2. S -0.14
3. H 0.14
4. H 0.17
5. O -0.95
6. H 0.49



Record 4
Below is a structure of composition C26H51NO2OsP2 at a distorted geometry, with properties calculated with wB97M-V/def2-TZVPD.

Net charge: +4
E_HOMO (alpha / beta): -19.81 / -20.23 eV
2S+1: 5
Maximum force: 8.61 eV/Å
Energy above the lowest of the compared OMol25 structures with the same formula, charge and spin: 81.8 kcal per mole

Geometry (Å):
Os 0.9522 0.5941 -2.1391
C 1.0511 -1.2201 -1.8749
O 1.0179 -2.3768 -1.7027
C 0.1446 1.4247 -0.6824
O -0.4443 1.7510 0.2868
P -1.4289 -0.0885 -2.1284
C -2.9908 -0.8410 -1.2659
H -3.7300 -0.8537 -2.0819
C -2.2100 1.4930 -2.6805
H -2.1406 2.1276 -1.7787
C -1.4117 -1.2245 -3.5808
H -1.2338 -2.2136 -3.1210
C 3.8039 -0.6135 -0.7593
P 2.3442 0.1312 0.1012
H 3.4394 -0.4527 2.2113
H 3.5361 -1.6776 -0.8768
C 3.0573 1.7517 0.6860
H 4.1205 1.4971 0.8103
C -1.3166 2.0984 -3.7615
H -1.4896 1.6299 -4.7467
H -0.2238 2.0443 -3.4811
H -1.5961 3.1635 -3.8519
C -3.6906 1.4869 -3.0882
H -3.9329 2.4846 -3.4817
H -4.3611 1.3051 -2.2424
H -3.9152 0.7611 -3.8761
C -2.7036 -1.3499 -4.4003
H -3.5722 -1.6731 -3.8152
H -2.5378 -2.1267 -5.1583
H -2.9444 -0.4297 -4.9425
C -0.2089 -0.8385 -4.4355
H 0.1064 -1.7576 -4.9470
H 0.6779 -0.4446 -3.8217
H -0.4750 -0.0930 -5.1898
C -2.8097 -2.3119 -0.8568
H -2.8178 -2.9852 -1.7312
H -3.6409 -2.6431 -0.2053
H -1.8666 -2.4726 -0.3163
C -3.6189 -0.0013 -0.1610
H -3.1893 -0.2220 0.8216
H -4.6955 -0.2288 -0.0764
H -3.5332 1.0728 -0.3434
C 5.1460 -0.5735 -0.0096
H 5.0876 -0.9291 1.0242
H 5.5955 0.4255 -0.0156
H 5.8471 -1.2388 -0.5316
C 3.8499 0.0406 -2.1370
H 4.3894 0.9938 -2.1127
C 1.4223 -0.6432 2.8147
H 2.8015 0.1852 -2.5930
H 4.4116 -0.6389 -2.7939
C 2.7621 -2.3774 1.5427
H 0.6165 -1.3780 2.7341
H 1.7957 -0.7796 3.8505
H 0.9904 0.3647 2.7396
C 2.5227 -0.8849 1.7703
H 2.6655 -2.9377 2.4839
H 3.7734 -2.5667 1.1736
H 2.0422 -2.7899 0.8272
C 2.5546 2.3051 2.0287
H 1.4800 2.5218 1.9925
H 3.0719 3.2564 2.2196
H 2.7634 1.6544 2.8835
C 2.8999 2.8164 -0.3948
H 3.2335 2.4735 -1.3794
H 3.4951 3.6917 -0.1034
H 1.8479 3.1236 -0.4740
H -0.6075 -2.0034 1.8386
H -1.2648 -2.0197 1.5024
N -2.0764 -0.2663 2.6394
C -1.9004 0.0121 3.9533
C -1.5608 1.3097 4.3666
C -1.4317 1.5648 5.7377
C -1.6438 0.5213 6.6723
C -1.9803 -0.7676 6.2334
C -2.0754 -1.0343 4.8771
H -1.9360 -1.2252 2.4822
H -1.6632 0.3364 1.9490
H -1.3786 2.0983 3.6247
H -1.1336 2.5664 6.0811
H -1.5280 0.7239 7.7471
H -2.1423 -1.5776 6.9425
H -2.2644 -2.0312 4.4978

These are the Mulliken partial charges, in e, on atoms 1 to 6:
1. Os 0.99
2. C 0.35
3. O -0.31
4. C 0.14
5. O -0.55
6. P 1.37



Record 5
Below is a cluster of 10 separate species, C49H114BN6O23 in total at a distorted geometry, with properties calculated with wB97M-V/def2-TZVPD.

Net charge: -1
E_HOMO: -7.03 eV
Maximum force: 5.03 eV/Å
Energy above the lowest of the compared OMol25 structures with the same formula, charge and spin: 0.0 kcal per mole

Geometry (Å):
O -5.0028 25.0585 20.2292
C -4.4281 23.9630 20.4240
O -4.4045 23.2435 21.4866
B -3.5352 22.1363 21.3111
O -3.1407 22.1629 19.9045
C -3.5242 23.2702 19.4088
O -3.2918 23.7581 18.3505
O -4.2561 20.8505 21.5790
C -3.5397 20.1216 22.4968
O -3.8624 19.1830 23.0992
C -2.3210 21.0282 22.7870
O -2.3054 22.1119 22.0833
O -1.4552 20.7201 23.5739
C -0.9046 22.7727 10.4045
C -0.6315 23.5312 11.6804
C 0.2936 22.6691 12.5721
O -0.0709 24.7786 11.3356
H 0.0240 22.6041 9.8592
H -1.6551 23.2364 9.7643
H -1.3234 21.7888 10.6158
H -1.5854 23.7276 12.1698
H -0.2108 21.7062 12.4913
H 0.1676 23.0126 13.5988
H 1.2388 22.5532 12.0418
H 0.6813 24.4433 10.8422
C -9.6909 19.6382 19.3849
C -10.7379 20.0641 20.4858
C -10.7170 18.9878 21.5824
O -10.3992 21.2716 21.0665
H -8.7951 19.2520 19.8713
H -9.4234 20.4712 18.7348
H -10.0353 18.7388 18.8745
H -11.6904 20.2932 20.0079
H -10.8364 17.9451 21.2881
H -11.5242 19.2388 22.2704
H -9.7858 19.0533 22.1451
H -9.5244 21.1429 21.4403
C 3.8121 14.6322 25.4423
C 3.4335 14.0694 24.0569
C 1.9766 14.3794 23.7313
O 4.2725 14.5969 23.1284
H 4.6360 14.0707 25.8826
H 2.9865 14.4328 26.1255
H 4.0313 15.6999 25.4266
H 3.6416 13.0011 24.1149
H 1.8008 13.8525 22.7934
H 1.6792 15.3691 23.3848
H 1.2283 14.1067 24.4755
H 4.1184 14.1796 22.2777
C 4.7821 26.0207 21.3510
O 4.0476 26.5796 20.3200
C 4.0488 26.0520 19.0626
C 4.7562 27.0060 18.1191
N 6.2134 26.9789 18.1748
C 6.8447 28.0790 17.3470
C 8.1125 28.5470 18.1018
O 8.0793 28.6966 19.5436
C 7.1553 29.6681 20.0573
H 4.6041 26.6385 22.2312
H 5.8364 25.9757 21.0780
H 4.5619 24.9728 21.5546
H 3.0124 26.0198 18.7265
H 4.3500 25.0144 18.9188
H 4.4366 28.0086 18.4034
H 4.5055 26.5819 17.1469
H 6.5755 27.2544 19.0765
H 6.2396 28.9776 17.2262
H 6.9327 27.7252 16.3198
H 8.2668 29.5523 17.7099
H 8.9206 27.8383 17.9207
H 7.4658 29.9706 21.0574
H 6.1897 29.1777 20.1805
H 6.8594 30.4652 19.3752
C -1.3452 20.9055 37.6599
O -1.4810 20.2802 36.4028
C -0.3606 19.4466 35.9391
C -0.9054 18.6658 34.6785
N -0.0423 18.7844 33.5201
C -0.7104 18.4047 32.2423
C -0.6316 16.9187 31.8985
O -1.5728 16.1819 32.6177
C -1.6848 14.7937 32.3075
H -1.0136 20.1719 38.3947
H -2.3753 21.0522 37.9847
H -0.6761 21.7660 37.6492
H -0.2015 18.7291 36.7440
H 0.5877 19.9757 35.8448
H -1.9372 18.9916 34.5474
H -1.0698 17.5934 34.7832
H 0.7039 18.1150 33.6435
H -0.2201 18.9476 31.4342
H -1.7976 18.4813 32.2306
H 0.3098 16.4473 32.1810
H -0.5684 16.8760 30.8112
H -2.2714 14.6178 31.4058
H -2.0550 14.3002 33.2061
H -0.7137 14.4621 31.9402
C -5.0058 32.3921 15.8370
O -3.6339 32.7408 15.7803
C -3.1815 32.3079 14.5370
C -1.6445 31.9718 14.6126
N -0.8546 33.2083 14.9356
C 0.5013 32.7261 15.2268
C 1.4067 33.9166 15.6818
O 0.7919 34.7601 16.5193
C 1.8180 35.8293 16.7150
H -5.0573 31.3036 15.8630
H -5.5520 32.5981 14.9165
H -5.5035 32.7615 16.7337
H -3.3723 33.1482 13.8696
H -3.6587 31.5332 13.9368
H -1.2372 31.5355 13.7005
H -1.4665 31.1108 15.2567
H -0.7641 33.6967 14.0562
H 0.8790 32.1138 14.4080
H 0.4226 32.0688 16.0927
H 1.8095 34.4115 14.7982
H 2.2061 33.4090 16.2217
H 1.3177 36.6746 17.1875
H 2.2253 36.2924 15.8163
H 2.6386 35.4599 17.3300
C -12.8633 27.2053 10.8493
O -11.5838 26.9642 10.2554
C -11.2497 25.5929 10.4284
C -10.2970 25.3299 11.7204
N -11.0004 25.8997 12.9410
C -10.2252 25.5697 14.1292
C -10.9821 26.0253 15.3298
O -11.3698 27.3488 15.3000
C -11.7644 27.8546 16.5388
H -12.7024 27.4646 11.8958
H -13.5284 26.3518 10.9809
H -13.3062 28.0104 10.2630
H -10.7362 25.3078 9.5101
H -12.0408 24.8494 10.5249
H -9.3422 25.8263 11.5468
H -10.1836 24.2476 11.7819
H -11.0239 26.9069 12.8691
H -9.4097 26.2860 14.2299
H -9.9037 24.5364 14.2592
H -10.4296 25.6536 16.1927
H -11.9946 25.6259 15.2712
H -12.2803 28.8083 16.4271
H -10.8860 28.0935 17.1383
H -12.4659 27.2971 17.1596
C -8.5822 20.1818 29.5838
O -8.4694 19.0322 30.4277
C -7.5717 18.0499 30.0258
C -7.3169 17.0183 31.1983
N -8.5388 16.3199 31.5171
C -8.5095 15.6700 32.8311
C -8.1353 16.4778 34.1080
O -9.0771 17.4738 34.3613
C -8.8695 17.8799 35.7437
H -9.0524 19.9775 28.6219
H -7.6713 20.7752 29.5037
H -9.1440 20.9169 30.1600
H -6.6205 18.3655 29.5971
H -7.8832 17.4833 29.1483
H -6.9764 17.5089 32.1102
H -6.5918 16.3302 30.7638
H -8.8651 15.6745 30.8121
H -7.7461 14.8938 32.7769
H -9.4023 15.1355 33.1555
H -7.1805 16.9888 33.9841
H -8.0575 15.7787 34.9406
H -9.0011 17.0946 36.4881
H -9.5267 18.7054 36.0170
H -7.8791 18.1910 36.0760
C -5.3526 34.6560 21.2983
O -4.3506 33.7021 21.3192
C -4.7302 32.5094 22.0503
C -3.4943 31.6581 22.4065
N -2.8842 31.2157 21.1338
C -1.6203 30.4385 21.4177
C -0.5102 31.2643 22.0376
O -0.4006 32.4969 21.4169
C 0.5322 33.3998 22.1324
H -5.2179 35.6348 20.8381
H -5.7896 34.9106 22.2639
H -6.1928 34.4058 20.6505
H -5.3710 31.9269 21.3884
H -5.1897 32.6490 23.0288
H -3.9567 30.8976 23.0356
H -2.8623 32.1761 23.1279
H -3.5604 30.5904 20.7192
H -1.1924 29.9125 20.5642
H -1.9876 29.6026 22.0130
H 0.4500 30.7495 22.0037
H -0.8702 31.3166 23.0651
H 0.1770 33.7181 23.1125
H 0.9178 34.2634 21.5906
H 1.3903 32.7624 22.3460

These are the Mulliken partial charges, in e, on atoms 1 to 6:
1. O -0.68
2. C 0.66
3. O -0.49
4. B 1.11
5. O -0.53
6. C 0.55



Record 6
Below is a structure of composition C48H47BN5O3OsPS2Si at a distorted geometry, with properties calculated with wB97M-V/def2-TZVPD.

Net charge: +2
E_HOMO (alpha / beta): -11.36 / -11.36 eV
2S+1: 5
Maximum force: 5.10 eV/Å
Energy above the lowest of the compared OMol25 structures with the same formula, charge and spin: 60.3 kcal per mole

Geometry (Å):
Os -0.9623 1.1079 1.1185
N -2.2157 2.1557 2.4517
C -2.7873 3.3404 1.8352
C -3.2493 4.3929 2.5712
C -3.8867 5.4837 1.9140
C -4.0414 5.5952 0.5184
C -3.5678 4.4686 -0.1744
C -2.8933 3.4150 0.4571
P -2.0794 2.1587 -0.5639
C -1.2039 2.9716 -1.8862
C -1.7768 3.4441 -3.0516
C -1.0946 4.2374 -3.9708
C 0.2991 4.4647 -3.7881
C 0.9195 3.8784 -2.6957
C 0.1984 3.1186 -1.7270
C -3.3035 1.1341 -1.4108
C -4.4769 0.8765 -0.6738
C -5.2814 -0.1898 -1.0023
C -5.0932 -0.8922 -2.1706
C -3.9655 -0.5721 -2.9648
C -3.0836 0.4568 -2.6359
H -1.6345 2.3642 3.2951
H -2.9546 1.5090 2.8437
H -3.4039 4.3738 3.6671
H -4.2826 6.2849 2.4951
H -4.6134 6.3688 0.0323
H -3.6200 4.4906 -1.2777
H -2.8080 3.1663 -3.2902
H -1.6670 4.6770 -4.7548
H 0.8578 4.9266 -4.5923
H 1.9776 4.0641 -2.5560
H 0.7128 2.7485 -0.8236
H -4.7444 1.4249 0.2021
H -6.1418 -0.4313 -0.3909
H -5.7560 -1.6677 -2.4980
H -3.7798 -1.2137 -3.7978
H -2.2230 0.7172 -3.2296
S 0.0184 -5.9895 1.2314
C 1.6673 -5.9951 1.2700
N 2.4573 -7.0785 1.5665
C 3.8664 -6.7721 1.3493
C 3.9157 -5.2231 1.3295
N 2.5197 -4.9024 1.1502
H 2.0112 -7.9923 1.3883
H 4.2525 -7.1246 0.4550
H 4.4141 -7.2762 2.1392
H 4.5282 -4.8522 0.5048
H 4.3789 -4.8546 2.2672
H 2.1599 -3.9863 1.0085
S 0.8709 -0.2274 -4.9558
C 0.1384 -0.4416 -6.4415
N 0.4190 0.2600 -7.5639
C -0.2885 -0.2285 -8.6951
C -1.0418 -1.4808 -8.1890
N -0.6689 -1.5142 -6.7979
H 0.9893 1.0950 -7.5183
H 0.3374 -0.4057 -9.5745
H -0.9992 0.5168 -9.0266
H -0.7573 -2.4067 -8.6949
H -2.1437 -1.3603 -8.3711
H -0.9932 -2.1651 -6.0772
O -0.4104 -0.4138 2.3883
Si 0.8321 0.1414 3.3203
C 0.3100 1.6007 4.4296
C -0.3706 1.2253 5.6019
C -0.7385 2.2599 6.5006
C -0.4520 3.6080 6.1971
C 0.0448 3.9205 4.9172
C 0.4978 2.9482 4.1021
C 1.2384 -1.3103 4.4594
C 1.1793 -2.6591 4.0277
C 1.5327 -3.7073 4.8383
C 1.8884 -3.4758 6.1654
C 2.0801 -2.1812 6.5936
C 1.7354 -1.1197 5.7448
C 2.2623 0.7751 2.2079
C 1.9352 1.4808 1.0556
C 2.8810 1.7395 0.0903
C 4.1932 1.3938 0.2426
C 4.5416 0.6459 1.3763
C 3.6004 0.4071 2.4141
H -0.8010 0.2217 5.7146
H -1.2144 2.0026 7.4453
H -0.6257 4.3914 6.9306
H 0.1602 4.9728 4.6541
H 0.9450 3.2427 3.1335
H 0.7875 -2.8334 3.0390
H 1.5045 -4.7316 4.4388
H 2.0278 -4.3019 6.8690
H 2.4667 -1.8513 7.5690
H 1.7494 -0.0735 6.1355
H 0.8878 1.9327 0.9667
H 2.6313 2.2758 -0.8488
H 4.9033 1.6606 -0.5793
H 5.5643 0.3830 1.4554
H 3.9174 -0.0455 3.3571
O -1.0190 -1.2695 -1.2603
B -0.3512 -0.2922 -0.4582
O 1.0397 -0.4925 -0.7546
C 1.1617 -1.6132 -1.5804
C 2.3256 -2.3421 -1.8452
C 2.1920 -3.4611 -2.6838
C 0.9122 -3.8635 -3.1951
C -0.2564 -3.1745 -2.8250
C -0.1258 -2.0898 -1.9470
H 3.3047 -2.1234 -1.4557
H 3.0652 -4.0530 -3.0125
H 0.8513 -4.6957 -3.8944
H -1.2108 -3.4986 -3.2703

These are the Mulliken partial charges, in e, on atoms 1 to 6:
1. Os 2.74
2. N -0.12
3. C 0.38
4. C -0.48
5. C -0.61
6. C -1.01